Entry from the Open Molecules 2025 dataset: a cluster of 2 separate species, C3H11N3O in total (ωB97M-V/def2-TZVPD).

ORCA input file:
```
! RIJCOSX wB97M-V def2-TZVPD def2/J DEFGRID3
* xyz 0 1
H 1.53249 -0.74312 0.03371
N 1.24849 -0.21458 -0.81113
C -0.02534 -0.19467 -0.92028
N -0.73543 0.08023 -2.06929
C -0.94024 -0.59434 0.14503
C -1.04933 0.47087 1.18648
N -1.88603 -0.05378 2.28477
H -1.64030 0.50303 -1.97314
H -0.25058 0.18460 -3.00531
H -0.54331 -1.54152 0.60922
H -1.90754 -0.76621 -0.30797
H -1.46070 1.41702 0.81758
H -0.02043 0.79418 1.51284
H -1.65676 -0.99918 2.59822
H -1.86767 0.48354 3.12550
O 3.89466 0.61781 -1.33835
H 3.34574 -0.10628 -1.53383
H 3.96228 0.66241 -0.35405
*
```

## Properties
LUMO energy	0.79	eV
energy above the lowest of the compared OMol25 structures with the same formula, charge and spin	29.9	kcal/mol
E	-360.389682	a.u.
SMILES	[H]/N=C(/N)CCN.O

Atom charges from the natural (NBO) analysis, given in e for atoms 1 to 8: atom 1 (H): 0.34, atom 2 (N): -0.75, atom 3 (C): 0.46, atom 4 (N): -0.82, atom 5 (C): -0.48, atom 6 (C): -0.20, atom 7 (N): -0.85, atom 8 (H): 0.39

Entry from the Open Molecules 2025 dataset: an isolated molecule of C3H6O2S (ωB97M-V/def2-TZVPD).

ORCA input file:
```
! RIJCOSX wB97M-V def2-TZVPD def2/J DEFGRID3
* xyz 0 1
O 1.79240 0.97895 0.30691
C 0.93738 0.49534 0.99570
O 0.92081 0.64849 2.34431
C -0.34817 -0.11589 0.46086
C -0.26475 -0.34626 -1.05166
S -1.82520 -1.25677 -1.55424
H 1.78902 1.04510 2.52714
H -0.54937 -0.92294 1.16692
H -1.06327 0.70578 0.55297
H 0.60660 -0.88490 -1.39220
H -0.40370 0.62931 -1.48745
H -1.59176 -0.97620 -2.86924
*
```

## Properties
LUMO energy	0.67	eV
energy above the lowest of the compared OMol25 structures with the same formula, charge and spin	7.2	kcal/mol
E	-666.582500	a.u.
SMILES	O=C(O)CCS

Atom charges from the natural (NBO) analysis, given in e for atoms 1 to 8: atom 1 (O): -0.59, atom 2 (C): 0.80, atom 3 (O): -0.68, atom 4 (C): -0.53, atom 5 (C): -0.47, atom 6 (S): -0.08, atom 7 (H): 0.49, atom 8 (H): 0.24

Entry from the Open Molecules 2025 dataset: a structure of composition C31H33AlClN2O2Si2 (ωB97M-V/def2-TZVPD).

ORCA input file:
```
! RIJCOSX wB97M-V def2-TZVPD def2/J DEFGRID3
* xyz 1 1
C -1.18254 -0.36995 4.86575
C -2.41827 -0.11382 4.18780
C -2.66835 -1.16462 3.29586
H -3.09154 0.70461 4.41317
C -1.65975 -2.13202 3.39832
C -0.67767 -1.69450 4.33168
H 0.06714 -2.33039 4.82966
H -0.90803 0.00720 5.84606
H -3.54914 -1.26135 2.66902
H -1.65977 -3.09143 2.88338
Al 0.18869 -0.14078 3.30321
Si 0.52691 -0.03801 -2.59377
C 0.71844 1.52497 -3.53019
C 1.90066 1.82648 -4.22068
H 2.80229 1.23846 -4.03752
C 1.90205 2.87517 -5.14340
H 2.81427 3.11621 -5.69116
C 0.74665 3.63033 -5.36439
H 0.74511 4.45428 -6.08820
C -0.41843 3.35373 -4.64025
H -1.31516 3.95888 -4.77185
C -0.43463 2.29913 -3.72420
H -1.34135 2.07078 -3.15785
C 0.96880 -1.41391 -3.71952
C 0.26646 -1.45732 -4.93896
H -0.46883 -0.68395 -5.18409
C 0.46604 -2.50310 -5.83309
H -0.10276 -2.53804 -6.76498
C 1.36100 -3.53072 -5.53391
H 1.49085 -4.36836 -6.22469
C 2.05352 -3.49525 -4.32091
H 2.73890 -4.30790 -4.08299
C 1.84677 -2.46291 -3.41072
H 2.35589 -2.47654 -2.44352
H -0.93872 -0.15483 -2.40307
Si 0.56352 0.03132 0.07045
C -0.29386 -1.60498 0.34899
C -1.58305 -1.65870 -0.21655
H -2.06370 -0.72661 -0.51349
C -2.15692 -2.86904 -0.59318
H -3.09209 -2.86572 -1.15305
C -1.48241 -4.06561 -0.31470
H -1.95205 -5.02054 -0.57361
C -0.24672 -4.03390 0.33452
H 0.28597 -4.96899 0.55017
C 0.35528 -2.81548 0.65724
H 1.36334 -2.76144 1.07281
C -0.51077 1.53194 0.43868
C -1.86001 1.53791 0.84978
H -2.28905 0.68383 1.38715
C -2.70029 2.59837 0.49030
H -3.75939 2.57479 0.76983
C -2.20134 3.64758 -0.28150
H -2.86068 4.45849 -0.59588
C -0.84751 3.69729 -0.63228
H -0.46180 4.50334 -1.26537
C -0.00119 2.67246 -0.22599
H 1.04667 2.70422 -0.54875
H 1.45785 0.08882 -1.09937
Cl 2.25666 0.30489 1.36574
C 3.16147 0.05287 6.66961
O 2.30925 1.17611 6.29003
C 1.55557 1.01342 5.22695
O 1.59581 -0.03807 4.51271
N 0.65425 1.98905 4.94287
N 0.06936 1.87671 3.61213
H 2.56089 -0.83392 6.88600
H 3.67073 0.38051 7.57150
H 3.87811 -0.18020 5.87799
H 0.79987 2.90463 5.37070
H 0.55706 2.46049 2.91267
H -0.90433 2.22363 3.60496
*
```

## Properties
LUMO energy (spin up / spin down)	-2.99 / -2.99	eV
energy above the lowest of the compared OMol25 structures with the same formula, charge and spin	108.7	kcal/mol
E	-2742.382796	a.u.

Atom charges from the Löwdin analysis, given in e for atoms 1 to 8: atom 1 (C): -0.21, atom 2 (C): -0.11, atom 3 (C): -0.13, atom 4 (H): 0.11, atom 5 (C): -0.12, atom 6 (C): -0.19, atom 7 (H): 0.13, atom 8 (H): 0.12

Entry from the Open Molecules 2025 dataset: a cluster of 2 separate species, C3H9NO3 in total (ωB97M-V/def2-TZVPD).

ORCA input file:
```
! RIJCOSX wB97M-V def2-TZVPD def2/J DEFGRID3
* xyz 0 1
N -0.90955 -2.00117 -0.51245
C -0.16430 -0.74430 -0.50774
C 1.31793 -1.08765 -0.27087
C 2.31860 0.00645 -0.18598
O 3.50815 -0.11842 -0.08133
O 1.69758 1.21869 -0.19969
H -1.58999 -2.04559 -1.26474
H -1.45819 -2.12309 0.33356
H -0.25926 -0.25408 -1.46258
H -0.47397 -0.09407 0.29877
H 1.60075 -1.83356 -1.02345
H 1.37893 -1.74978 0.61283
H 2.33230 1.94639 -0.22417
O -5.87778 2.26120 1.31305
H -5.53040 1.94915 2.16397
H -6.72153 1.79478 1.24414
*
```

## Properties
LUMO energy	0.65	eV
energy above the lowest of the compared OMol25 structures with the same formula, charge and spin	20.4	kcal/mol
E	-400.188918	a.u.
SMILES	NCCC(=O)O.O

Atom charges from the natural (NBO) analysis, given in e for atoms 1 to 8: atom 1 (N): -0.85, atom 2 (C): -0.21, atom 3 (C): -0.54, atom 4 (C): 0.79, atom 5 (O): -0.58, atom 6 (O): -0.70, atom 7 (H): 0.36, atom 8 (H): 0.36

Entry from the Open Molecules 2025 dataset: a structure of composition C19H40N5O2S2Si2Tl (ωB97M-V/def2-TZVPD).

ORCA input file:
```
! RIJCOSX wB97M-V def2-TZVPD def2/J DEFGRID3
* xyz 0 1
Tl -0.26912 0.35684 -0.41362
N -2.38578 -1.70329 3.10525
C -1.39453 -1.22690 2.27333
S -1.37969 0.49752 1.99488
N -0.60207 -2.11579 1.76663
N 0.31955 -1.59591 0.88660
C 1.28698 -2.36402 0.56162
C 2.37364 -1.97910 -0.31992
C 3.13980 -3.01154 -0.88731
C 4.19506 -2.76124 -1.73472
C 4.52306 -1.42626 -2.01065
C 3.81296 -0.39269 -1.44577
C 2.71169 -0.61601 -0.57586
O 2.07586 0.39133 -0.06455
H -2.76796 -1.04386 3.75990
H -2.23489 -2.63936 3.44905
H 1.30060 -3.37189 0.98144
H 2.87077 -4.03721 -0.65097
H 4.76258 -3.57492 -2.16643
H 5.34957 -1.20550 -2.67718
H 4.06568 0.64137 -1.65460
N -2.75243 -0.75822 -0.74291
C -3.79595 0.25767 -0.56189
C -3.45134 1.53800 -1.31070
N -2.19110 2.10406 -0.82004
H -2.75728 -1.11393 -1.69022
H -2.88258 -1.54249 -0.11373
H -3.85247 0.48143 0.50425
H -4.78101 -0.08698 -0.88719
H -4.29138 2.23231 -1.21205
H -3.33384 1.31947 -2.37223
H -2.26842 2.41000 0.14349
H -1.86695 2.88622 -1.37647
C 1.58574 2.33940 2.85343
S 1.66193 2.92912 1.17155
C 1.58295 4.67497 1.55050
O 0.30338 2.64394 0.56129
H 2.45244 2.73405 3.38697
H 1.62414 1.25226 2.81252
H 0.64738 2.66397 3.30236
H 2.47096 4.96652 2.11264
H 0.67135 4.86770 2.11716
H 1.55469 5.20023 0.59709
C -2.28812 -1.03851 -4.13759
Si -0.59403 -1.43804 -3.39470
C -0.78757 -2.90427 -2.23164
C 0.46679 -2.04175 -4.81642
C 0.23256 0.02740 -2.58798
Si 0.45775 1.60764 -3.55139
C -1.08897 2.08245 -4.50212
C 1.83784 1.31284 -4.78322
C 0.94736 3.09160 -2.50971
H -2.98365 -1.87425 -4.00866
H -2.18415 -0.86885 -5.21304
H -2.75027 -0.14307 -3.71929
H -1.73380 -3.42894 -2.40055
H -0.74968 -2.61706 -1.18305
H 0.02263 -3.61992 -2.40018
H 0.03089 -2.95565 -5.23562
H 1.48069 -2.27359 -4.47497
H 0.53556 -1.30621 -5.62171
H 1.25499 -0.32188 -2.38352
H -1.39132 1.29776 -5.20063
H -0.90186 2.99287 -5.08063
H -1.93672 2.28234 -3.83769
H 1.60910 0.49133 -5.46449
H 2.76171 1.05772 -4.25365
H 2.02681 2.20915 -5.38385
H 0.30443 3.95302 -2.71861
H 1.97926 3.38734 -2.71984
H 0.87861 2.86997 -1.44219
*
```

## Properties
LUMO energy	0.30	eV
energy above the lowest of the compared OMol25 structures with the same formula, charge and spin	0.0	kcal/mol
E	-2720.118000	a.u.

Atom charges from the Löwdin analysis, given in e for atoms 1 to 8: atom 1 (Tl): 0.80, atom 2 (N): 0.05, atom 3 (C): -0.86, atom 4 (S): 0.66, atom 5 (N): 0.00, atom 6 (N): -0.11, atom 7 (C): -0.09, atom 8 (C): -0.15

Entry from the Open Molecules 2025 dataset: a cluster of 3 separate species, C47H37BIN3O11 in total (ωB97M-V/def2-TZVPD).

ORCA input file:
```
! RIJCOSX wB97M-V def2-TZVPD def2/J DEFGRID3
* xyz 0 1
C 4.83749 -0.34935 0.93232
C 3.31139 -0.32597 0.99318
C 2.78798 -0.96472 2.29883
C 1.36652 -0.51827 2.52167
C 1.13991 0.71507 3.12530
C -0.16088 1.12932 3.35391
C -1.28241 0.37643 3.00132
B -2.72994 0.87053 3.42113
O -2.86351 1.36703 4.70605
O -3.84674 0.74778 2.63916
C -5.02385 0.30796 3.37818
C -6.00352 -0.34225 2.43519
C -1.03481 -0.82905 2.30946
C -2.21941 -1.59997 1.80734
C -2.88383 -1.01960 0.55437
O -3.81169 -1.56637 0.06481
I -2.14159 0.77465 -0.38843
C 0.27562 -1.28954 2.09523
N 0.61950 -2.55667 1.48344
C 0.18247 -3.75932 2.21522
C 0.36901 -2.64316 0.09081
C 1.36574 -3.46047 -0.67695
O -0.53878 -2.08627 -0.46991
C -0.05270 2.48261 4.01605
O -0.84623 3.20462 4.52958
N 1.34907 2.91061 3.92598
N 1.37293 3.62780 2.62578
C 1.83816 4.76113 2.73931
O 2.25445 5.81654 2.75487
C 2.12068 1.71268 3.60353
O 3.30123 1.62808 3.70363
H 5.24213 -0.16884 1.92283
H 5.17061 0.46453 0.29197
H 5.23176 -1.27380 0.52268
H 2.85269 -0.85206 0.16228
H 2.98208 0.70881 1.00472
H 2.83044 -2.04133 2.19236
H 3.39558 -0.67150 3.14469
H -3.00511 2.32043 4.64695
H -4.70779 -0.42874 4.11415
H -5.46579 1.15839 3.87955
H -5.61544 -1.26326 2.02221
H -6.91259 -0.54394 2.99163
H -6.22202 0.34605 1.62593
H -2.98315 -1.59603 2.58063
H -2.02228 -2.63340 1.57840
H -0.65184 -4.24541 1.70996
H 0.97229 -4.50290 2.27965
H -0.16584 -3.50150 3.20540
H 1.96750 -4.08308 -0.02439
H 2.03919 -2.73637 -1.13154
H 0.89256 -4.00268 -1.48439
O 7.17454 -2.48854 -1.26000
C 8.24375 -2.87265 -1.68671
C 8.32552 -4.02463 -2.62814
C 7.15500 -4.65025 -3.03747
C 7.21116 -5.69940 -3.93848
C 8.43728 -6.12815 -4.43615
C 9.60801 -5.51788 -4.02041
C 9.55797 -4.46845 -3.11219
C 10.83029 -3.83463 -2.66294
O 11.90281 -4.25399 -3.04309
C 10.74612 -2.66899 -1.73841
C 11.91597 -2.03953 -1.33381
C 11.85371 -0.93758 -0.49832
C 10.62221 -0.45878 -0.06324
C 9.45383 -1.08968 -0.45370
C 9.51055 -2.19861 -1.28829
H 6.20459 -4.30955 -2.65121
H 6.29817 -6.18330 -4.25919
H 8.47777 -6.94124 -5.14862
H 10.56410 -5.85025 -4.39985
H 12.87005 -2.41331 -1.67811
H 12.76586 -0.44647 -0.18658
H 10.57607 0.40754 0.58310
H 8.49435 -0.72352 -0.11540
O -8.21899 6.63739 -1.62619
C -8.60087 5.52227 -1.91363
C -7.75147 4.32769 -1.64771
C -6.51356 4.49840 -1.04090
C -5.72662 3.39586 -0.75512
C -6.17263 2.11764 -1.07283
C -7.39878 1.94212 -1.69111
C -8.19055 3.04497 -1.98553
C -9.49961 2.83908 -2.66623
O -9.85949 1.73166 -3.00658
C -10.35889 4.03200 -2.91306
C -11.59897 3.86031 -3.51451
C -12.42181 4.95321 -3.72488
C -12.00971 6.22331 -3.33480
C -10.76990 6.40152 -2.74601
C -9.93813 5.30908 -2.53667
H -6.17392 5.49409 -0.79197
H -4.76338 3.52722 -0.27897
H -5.55666 1.25878 -0.83773
H -7.74738 0.95059 -1.94446
H -11.91541 2.87037 -3.81191
H -13.38878 4.81726 -4.19080
H -12.65805 7.07490 -3.49294
H -10.44333 7.38686 -2.44424
*
```

## Properties
LUMO energy	-1.10	eV
E	-3127.783145	a.u.
SMILES	CCCc1c2c(c(B(O)OCC)c(CC(=O)I)c1N(C)C(C)=O)C(=O)N(N=C=O)C2=O.O=C1c2ccccc2C(=O)c2ccccc21.O=C1c2ccccc2C(=O)c2ccccc21

Atom charges from the Löwdin analysis, given in e for atoms 1 to 8: atom 1 (C): -0.09, atom 2 (C): -0.21, atom 3 (C): -0.13, atom 4 (C): -0.05, atom 5 (C): -0.03, atom 6 (C): -0.01, atom 7 (C): 0.02, atom 8 (B): -0.63

Entry from the Open Molecules 2025 dataset: a cluster of 2 separate species, C5H14NO in total (ωB97M-V/def2-TZVPD).

ORCA input file:
```
! RIJCOSX wB97M-V def2-TZVPD def2/J DEFGRID3
* xyz 1 1
C 1.51963 1.36991 -0.35674
C 0.54445 0.27137 0.09534
C -0.75991 0.76989 0.59429
C -1.33104 1.42728 -0.73258
C -1.71499 0.59596 -1.71912
N 1.19210 -0.61183 1.19733
H 2.41774 0.95492 -0.83861
H 0.88733 1.58511 -1.19921
H 1.68569 2.13006 0.49748
H 0.48569 -0.44583 -0.69347
H -0.59957 1.49448 1.30285
H -1.41075 0.00354 0.77038
H -1.20321 2.54781 -0.77993
H -2.31793 1.07509 -2.45750
H -1.72268 -0.49135 -1.44441
H 1.31778 -0.24774 2.15673
H 2.02421 -1.21743 1.07112
H 0.55823 -1.53489 1.23081
H -1.10701 -2.78399 0.10994
H -0.28512 -3.89234 0.80139
O -0.18063 -3.00001 0.39390
*
```

## Properties
LUMO energy	-3.24	eV
energy above the lowest of the compared OMol25 structures with the same formula, charge and spin	62.3	kcal/mol
E	-328.586979	a.u.

Atom charges from the natural (NBO) analysis, given in e for atoms 1 to 8: atom 1 (C): -0.65, atom 2 (C): 0.00, atom 3 (C): -0.48, atom 4 (C): -0.15, atom 5 (C): -0.41, atom 6 (N): -0.76, atom 7 (H): 0.24, atom 8 (H): 0.26

Question: E of number 2 (C3H6O2S)?
Answer: -666.582500 a.u.

Question: E of number 2 (C3H6O2S)?
Answer: -666.582500 a.u.